No. 1
Molecular formula: C12H18N4O4RuTe
Method: DFT, ωB97M-V with the def2-TZVPD basis set

Output
Highest occupied orbital energy (alpha / beta)   -10.2 / -11.7 eV
Multiplicity   6
LUMO level (alpha / beta)   -2.90 / -5.57 eV
Total energy   -36746.2460 eV
Total charge   +1

Positions of all 40 atoms, in Å:
Ru1 0.09 -0.14 0.28
O1 2.04 0.04 0.58
N1 2.57 0.03 1.75
N2 1.73 0.22 2.69
O2 0.46 0.40 2.45
C1 2.19 0.21 4.04
C2 3.56 0.25 4.32
C3 3.97 0.21 5.63
C4 3.04 0.15 6.66
C5 1.68 0.13 6.37
C6 1.25 0.17 5.06
H1 4.27 0.31 3.51
H2 5.02 0.24 5.87
H3 3.36 0.11 7.69
H4 0.95 0.09 7.17
H5 0.20 0.16 4.81
C7 -3.96 1.25 -0.15
C8 -2.48 1.09 -0.10
N3 -1.89 -0.10 0.19
O3 -2.68 -1.21 0.36
C9 -1.56 2.10 -0.38
C10 -1.82 3.56 -0.41
N4 -0.24 1.66 -0.56
O4 0.71 2.49 -0.67
H6 -4.43 0.41 -0.66
H7 -4.24 2.15 -0.69
H8 -4.38 1.33 0.86
H9 -3.59 -0.92 0.54
H10 -2.88 3.78 -0.44
H11 -1.30 4.01 -1.25
H12 -1.40 4.00 0.49
C11 -0.74 -3.60 -1.01
Te1 -0.03 -2.75 0.83
C12 1.99 -3.35 0.48
H13 -0.24 -3.12 -1.84
H14 -1.81 -3.44 -1.07
H15 -0.52 -4.66 -0.97
H16 2.16 -4.35 0.87
H17 2.66 -2.65 0.98
H18 2.17 -3.33 -0.59

=====

No. 2
Molecular formula: C12H18O2
Method: DFT, ωB97M-V with the def2-TZVPD basis set

Output
SMILES string   CCCCOc1ccccc1OCC
Highest occupied orbital energy   -8.7 eV
LUMO level   0.97 eV
Total energy   -16825.9651 eV

Positions of all 32 atoms, in Å:
C1 -4.01 -1.10 0.27
C2 -3.06 -0.01 -0.59
C3 -2.20 0.90 0.15
C4 -1.10 0.11 0.71
O1 -0.35 -0.05 -0.52
C5 0.67 -0.94 -0.28
C6 0.78 -2.28 -0.58
C7 1.89 -3.10 -0.16
C8 3.12 -2.37 0.15
C9 3.10 -0.92 0.27
C10 1.86 -0.32 0.12
O2 1.84 1.02 0.46
C11 1.84 2.02 -0.63
C12 1.95 3.42 -0.04
H1 -3.58 -2.15 0.85
H2 -5.05 -1.44 -0.23
H3 -4.40 -0.58 1.15
H4 -3.69 0.71 -1.30
H5 -2.45 -0.51 -1.40
H6 -2.93 1.42 0.91
H7 -1.82 1.74 -0.40
H8 -1.52 -0.81 1.17
H9 -0.71 0.92 1.60
H10 -0.12 -2.89 -0.74
H11 1.91 -4.12 -0.08
H12 3.99 -2.84 0.51
H13 4.06 -0.44 0.43
H14 2.85 1.69 -1.10
H15 1.00 1.81 -1.27
H16 1.76 4.23 -0.74
H17 3.08 3.48 0.35
H18 1.30 3.41 0.98